1.
21
Properties=species:S:1:pos:R:3 method="wB97M-V/def2-TZVPD" homo_ev=-13.49 homo_lumo_gap_ev=10.0 spin_multiplicity=1 total_charge=+1
C -1.40 -2.59 0.72
C -2.18 -1.82 -0.30
C -1.76 -0.23 -0.24
C -0.19 -0.03 -0.24
C 0.34 1.22 -0.06
N 1.63 1.44 0.59
H -2.00 -3.15 1.49
H -0.84 -1.76 1.28
H -0.71 -3.27 0.24
H -3.23 -1.91 -0.10
H -1.97 -2.25 -1.35
H -2.28 0.05 0.68
H -2.21 0.21 -1.13
H 0.44 -0.93 -0.38
H -0.27 2.01 -0.41
H 1.45 2.16 1.38
H 2.48 1.67 -0.08
H 1.93 0.56 1.03
H 3.86 2.45 -1.65
H 3.48 3.54 -0.65
O 3.42 2.63 -0.81


2.
21
Properties=species:S:1:pos:R:3 method="wB97M-V/def2-TZVPD" homo_ev="-8.38 / -13.08" homo_lumo_gap_ev="4.8 / 7.7" spin_multiplicity=3 total_charge=+1
C 2.28 0.14 1.40
C 1.14 1.76 -0.15
C -0.56 -2.29 -1.95
C 1.97 0.78 0.12
C -0.93 -1.12 -1.44
N -2.46 0.86 0.94
O -0.66 -0.69 -0.17
H 1.85 -0.87 1.51
H 2.06 0.79 2.22
H 3.45 0.13 1.37
H 0.56 2.15 0.73
H 0.97 1.98 -1.25
H 0.10 -1.30 0.19
H -0.06 -3.13 -1.47
H -1.02 -2.48 -2.91
H 2.37 0.14 -0.64
H -1.41 -0.45 -2.08
H -2.84 1.13 0.08
H -1.47 0.53 0.76
H -2.28 1.76 1.46
H -3.04 0.19 1.29


3.
22
Properties=species:S:1:pos:R:3 method="wB97M-V/def2-TZVPD" homo_ev=-3.39 homo_lumo_gap_ev=7.6 spin_multiplicity=1 total_charge=-1
C -0.80 -0.40 -1.92
N -1.01 0.42 -0.74
C -1.24 -0.39 0.47
C -0.76 0.36 1.71
C 0.64 -0.11 2.14
O 1.52 -0.12 1.08
C 0.56 -1.12 -1.99
H -1.61 -1.09 -2.01
H -0.92 0.24 -2.79
H -0.16 0.97 -0.60
H -2.33 -0.52 0.50
H -0.82 -1.40 0.43
H -0.69 1.41 1.40
H -1.48 0.37 2.54
H 0.98 0.66 2.87
H 0.51 -1.09 2.63
H 1.02 -1.17 -2.97
H 1.22 -0.62 -1.34
H 0.48 -2.07 -1.53
H 2.13 2.42 -0.37
H 1.44 1.14 0.43
O 1.32 2.11 0.05


Record order is preserved below.
Calculated total energy: -328.58311, -328.38672, -404.13826 Eh